1.
Molecular formula: C4H8N2O
Method: DFT, ωB97M-V with the def2-TZVPD basis set

Geometry as XYZ:
```
15
Properties=species:S:1:pos:R:3:forces:R:3:lowdin_charge:R:1
N 1.5671 0.5722 -0.9822 0.173 0.009 0.054 0.17
C 1.6670 -0.5596 -0.2239 0.273 -0.181 -0.056 -0.52
O 2.6197 -1.3147 -0.2736 -0.199 0.269 -0.059 0.04
C 0.5018 -0.8439 0.7158 0.194 -0.164 0.127 -0.08
N -0.7079 -0.1867 0.4233 -0.025 -0.231 0.285 -0.27
C -1.2520 1.0618 0.5219 -0.283 0.163 -0.308 -0.08
C -1.8134 -0.3655 -0.3537 -0.339 0.294 0.105 -0.04
H 2.4010 0.8410 -1.4822 -0.090 -0.041 0.015 0.11
H 0.8902 1.2932 -0.7800 0.033 -0.273 0.024 0.08
H 0.3080 -1.9182 0.7236 0.279 0.058 0.026 0.14
H 0.8081 -0.5399 1.7232 0.192 -0.163 -0.013 0.14
H -1.3906 1.4635 1.5499 -0.768 -0.318 -0.583 0.09
H -1.1564 1.8433 -0.2246 0.605 -0.003 -0.256 0.06
H -2.7846 -0.6165 0.0580 0.200 -0.410 0.361 0.07
H -1.6580 -0.7300 -1.3956 -0.245 0.990 0.276 0.10
```
Forces are in eV/Å.

* ΔE to the lowest compared entry with this formula, charge and spin: 344.16 kJ/mol
* total energy: -341.87256 Eh
* M: 100.1 g mol⁻¹
* SMILES string: NC(=O)CN1CC1
* gap between HOMO and LUMO: 9.57 eV



2.
Molecular formula: C20H22Cl2N2O9P2Ru
Method: DFT, ωB97M-V with the def2-TZVPD basis set

Geometry as XYZ:
```
58
Properties=species:S:1:pos:R:3:forces:R:3:lowdin_spin:R:1
Ru 0.2005 1.8564 -0.5961 -0.116 0.068 0.130 3.54
C -2.6634 3.6813 -0.7812 -0.005 0.024 -0.061 0.00
O -1.9892 2.6834 -0.0043 0.025 0.010 0.056 0.08
C -2.7522 1.6975 0.5507 -0.043 -0.147 0.034 0.06
C -4.1391 1.7285 0.5780 0.132 0.022 -0.007 -0.01
C -4.8315 0.7056 1.2056 -0.025 -0.008 0.003 0.08
C -4.1594 -0.3527 1.8073 0.007 -0.031 0.021 0.00
C -2.7844 -0.3984 1.7738 0.007 0.061 -0.024 0.06
C -2.0573 0.6166 1.1354 -0.148 0.022 -0.011 0.02
N -0.6699 0.6065 1.0129 0.051 -0.151 0.152 0.32
N -0.0898 -0.3485 1.6713 -0.231 0.123 -0.093 -0.05
C 1.2245 -0.4229 1.8001 0.053 -0.106 0.048 0.20
C 2.1694 0.6714 1.4756 0.146 0.047 -0.014 0.06
O 1.8026 1.7330 0.9369 -0.025 -0.017 -0.053 0.19
C 3.5542 0.4935 1.8255 0.064 -0.070 0.070 0.01
C 3.9888 -0.6593 2.3667 0.005 0.178 -0.085 0.01
C 3.1109 -1.7653 2.6592 -0.105 -0.025 0.023 0.03
C 3.6198 -2.9420 3.2017 -0.142 -0.025 -0.019 0.00
C 2.7735 -4.0025 3.4803 0.062 0.032 -0.016 0.06
C 1.4127 -3.8894 3.2174 -0.047 0.028 -0.008 -0.01
C 0.8942 -2.7264 2.6788 0.061 -0.023 0.021 0.06
C 1.7339 -1.6456 2.3934 0.037 -0.066 0.052 -0.01
H -3.3565 4.2402 -0.1535 0.015 -0.002 -0.018 0.00
H -3.1779 3.2139 -1.6209 0.000 0.011 0.018 0.00
H -1.8876 4.3490 -1.1421 -0.017 -0.012 -0.016 0.00
H -4.6869 2.5366 0.1198 0.007 0.018 -0.006 0.00
H -5.9124 0.7364 1.2228 -0.008 0.008 -0.004 0.00
H -4.7149 -1.1432 2.2909 -0.004 -0.010 0.007 0.00
H -2.2451 -1.2197 2.2189 0.022 -0.008 0.005 0.00
H 4.2158 1.3180 1.6001 0.017 -0.008 0.009 0.00
H 5.0402 -0.7877 2.5949 0.025 0.036 -0.005 0.00
H 4.6801 -3.0212 3.4011 0.031 0.008 0.004 0.00
H 3.1715 -4.9168 3.8985 -0.001 -0.005 0.009 0.00
H 0.7522 -4.7175 3.4350 -0.002 -0.011 -0.007 0.00
H -0.1617 -2.6531 2.4671 -0.002 0.020 -0.008 0.00
Cl 0.7115 4.7838 0.1253 0.000 -0.051 0.029 0.03
C 1.3405 5.0294 -1.5074 0.017 0.042 -0.047 0.00
Cl 0.8843 3.6671 -2.5646 -0.003 0.058 -0.052 0.04
H 2.4221 5.0752 -1.4657 -0.022 0.001 0.003 0.00
H 0.9046 5.9298 -1.9244 0.032 -0.009 0.020 0.00
C -1.1060 -2.1033 -1.5623 -0.010 -0.047 -0.020 0.00
C -0.1325 -1.4658 -2.5430 -0.013 -0.133 -0.058 0.00
O -0.0254 -2.3292 -3.6777 -0.023 0.030 -0.012 0.00
P -0.7959 0.1011 -3.1841 0.205 0.049 0.060 0.01
O 0.2994 0.7014 -4.1617 0.038 0.002 -0.036 0.00
O -1.9854 -0.2601 -4.1396 -0.094 -0.083 -0.109 0.00
O -1.2628 1.0540 -2.1322 -0.101 0.131 0.106 0.08
P 1.5010 -1.1179 -1.7294 0.026 0.016 -0.003 0.01
O 2.4935 -1.4352 -2.9642 0.036 0.013 -0.052 0.01
O 1.7732 -1.9636 -0.5564 -0.002 -0.047 0.051 0.01
O 1.5116 0.4024 -1.5891 0.130 0.017 -0.187 0.09
H -2.0599 -2.2957 -2.0548 -0.002 -0.010 0.006 0.00
H -1.2809 -1.4662 -0.6983 0.002 0.067 0.052 0.00
H -0.6786 -3.0441 -1.2197 -0.015 -0.001 0.015 0.00
H 0.8737 -2.2599 -4.0287 -0.001 0.001 0.003 0.00
H 1.1486 0.8305 -3.7049 -0.005 -0.007 0.027 0.00
H -1.7752 -1.0119 -4.7160 -0.030 0.000 -0.012 0.00
H 3.1728 -2.0775 -2.7228 -0.011 -0.023 0.012 0.00
```
Forces are in eV/Å.

* net charge: +1
* ΔE to the lowest compared entry with this formula, charge and spin: 0.00 kJ/mol
* total energy: -3259.92256 Eh
* M: 668.3 g mol⁻¹
* multiplicity: 6
* gap between HOMO and LUMO (alpha / beta): 6.97 / 5.95 eV